No. 1
{"formula": "C17H24Cl2MoO2", "method": "wB97M-V/def2-TZVPD", "elements": ["C", "C", "C", "C", "C", "C", "C", "C", "C", "C", "Mo", "Cl", "Cl", "O", "H", "H", "H", "H", "H", "H", "H", "H", "H", "H", "H", "H", "H", "H", "H", "H", "O", "H", "C", "C", "C", "C", "C", "C", "C", "H", "H", "H", "H", "H", "H", "H"], "xyz": [[-2.600, 0.509, -0.368], [-2.182, -0.585, -1.207], [-1.167, -0.093, -2.104], [-2.837, -1.911, -1.283], [-1.031, 1.323, -1.884], [-1.893, 1.693, -0.802], [-2.082, 3.081, -0.298], [-3.672, 0.484, 0.662], [-0.496, -0.829, -3.204], [-0.183, 2.245, -2.684], [-0.398, 0.083, 0.076], [0.209, -3.151, -1.248], [-0.997, -1.689, 1.497], [1.167, 1.052, -0.619], [-3.448, -2.104, -0.404], [-2.071, -2.693, -1.341], [-3.463, -1.990, -2.178], [-0.293, -1.872, -2.891], [0.472, -0.377, -3.441], [-1.107, -0.856, -4.115], [0.693, 1.729, -3.083], [0.150, 3.084, -2.072], [-0.744, 2.656, -3.530], [-1.140, 3.641, -0.347], [-2.437, 3.079, 0.738], [-2.819, 3.622, -0.906], [-3.765, -0.500, 1.125], [-4.639, 0.749, 0.220], [-3.458, 1.207, 1.451], [2.073, 0.964, -0.253], [-0.579, 1.142, 1.785], [-0.171, 2.028, 1.712], [1.774, -1.452, 0.374], [2.604, -1.231, 1.516], [2.635, 0.018, 2.198], [3.477, 0.224, 3.283], [4.324, -0.802, 3.732], [4.310, -2.046, 3.074], [3.464, -2.263, 1.995], [2.086, -0.986, -0.570], [1.401, -2.483, 0.245], [1.959, 0.818, 1.881], [3.475, 1.191, 3.789], [4.984, -0.634, 4.577], [4.966, -2.849, 3.420], [3.450, -3.223, 1.480]], "energy_ha": -1801.25731, "relative_energy_kcal_mol": 26.9, "charge": -2, "lumo_ev": [5.25, 5.23], "spin_multiplicity": 3}

---

No. 2
{"formula": "C50H62CaCl5IN2O5P2SeSi", "method": "wB97M-V/def2-TZVPD", "elements": ["Ca", "C", "Si", "C", "C", "C", "C", "C", "C", "P", "C", "C", "C", "C", "C", "C", "C", "C", "C", "C", "C", "C", "C", "C", "C", "C", "C", "C", "P", "C", "C", "C", "C", "C", "C", "C", "C", "C", "C", "C", "C", "H", "H", "H", "H", "H", "H", "H", "H", "H", "H", "H", "H", "H", "H", "H", "H", "H", "H", "H", "H", "H", "H", "H", "H", "H", "H", "H", "H", "H", "H", "H", "H", "H", "H", "H", "H", "H", "H", "H", "H", "H", "H", "H", "H", "H", "H", "H", "H", "H", "H", "H", "H", "H", "H", "H", "Cl", "C", "C", "Cl", "C", "Cl", "C", "O", "C", "Cl", "C", "Cl", "C", "C", "N", "H", "H", "H", "O", "Se", "O", "O", "O", "I", "C", "C", "C", "C", "C", "N", "H", "H", "H", "H"], "xyz": [[1.051, -0.286, -0.928], [-1.841, 2.686, 0.151], [-1.095, 1.026, 0.831], [-0.507, 1.733, 2.558], [-1.477, 2.113, 3.498], [-1.168, 2.752, 4.686], [0.159, 3.051, 4.976], [1.138, 2.679, 4.075], [0.833, 2.016, 2.878], [2.181, 1.365, 1.793], [3.500, 0.809, 3.004], [2.848, -0.036, 4.108], [3.886, -0.958, 4.749], [5.222, -0.227, 4.988], [5.011, 1.284, 5.014], [4.526, 1.777, 3.644], [2.830, 2.799, 0.760], [1.650, 3.573, 0.143], [1.114, 4.707, 1.012], [2.231, 5.672, 1.399], [3.359, 4.921, 2.102], [3.897, 3.803, 1.213], [-2.778, 0.138, 1.216], [-3.961, 0.868, 1.394], [-5.205, 0.264, 1.492], [-5.313, -1.114, 1.381], [-4.165, -1.868, 1.204], [-2.903, -1.270, 1.143], [-1.370, -2.292, 1.091], [-1.272, -2.722, 2.905], [-0.851, -1.435, 3.640], [-1.084, -1.514, 5.156], [-0.934, -2.950, 5.641], [-2.042, -3.823, 5.026], [-2.476, -3.312, 3.641], [-1.876, -3.793, 0.062], [-2.531, -5.050, 0.659], [-1.576, -5.904, 1.493], [-0.335, -6.282, 0.688], [0.330, -5.038, 0.111], [-0.649, -4.247, -0.746], [-2.267, 3.339, 0.925], [-1.097, 3.272, -0.395], [-2.631, 2.443, -0.567], [-2.520, 1.892, 3.292], [-1.957, 3.016, 5.382], [0.426, 3.561, 5.896], [2.171, 2.901, 4.311], [4.059, 0.101, 2.381], [2.419, 0.626, 4.863], [2.025, -0.621, 3.711], [3.491, -1.346, 5.694], [4.041, -1.821, 4.100], [5.688, -0.570, 5.916], [5.927, -0.462, 4.184], [4.281, 1.534, 5.791], [5.936, 1.804, 5.281], [4.133, 2.789, 3.740], [5.396, 1.850, 2.986], [3.273, 2.237, -0.070], [2.010, 4.006, -0.797], [0.854, 2.881, -0.136], [0.323, 5.230, 0.467], [0.654, 4.312, 1.920], [2.631, 6.147, 0.494], [1.845, 6.473, 2.037], [4.170, 5.608, 2.368], [2.974, 4.508, 3.038], [4.283, 4.267, 0.294], [4.747, 3.308, 1.675], [-3.908, 1.950, 1.445], [-6.093, 0.873, 1.631], [-6.283, -1.597, 1.419], [-4.251, -2.944, 1.120], [-0.432, -3.427, 2.959], [0.196, -1.243, 3.421], [-1.410, -0.583, 3.247], [-0.387, -0.843, 5.666], [-2.090, -1.158, 5.405], [0.049, -3.322, 5.336], [-0.966, -3.011, 6.733], [-1.693, -4.857, 4.938], [-2.910, -3.844, 5.693], [-2.950, -4.124, 3.094], [-3.235, -2.531, 3.741], [-2.596, -3.342, -0.632], [-3.432, -4.810, 1.224], [-2.865, -5.664, -0.190], [-1.261, -5.355, 2.383], [-2.096, -6.802, 1.846], [0.366, -6.847, 1.309], [-0.631, -6.944, -0.137], [0.676, -4.393, 0.930], [1.212, -5.286, -0.482], [-0.134, -3.399, -1.196], [-0.989, -4.885, -1.573], [0.516, 5.827, -6.040], [0.820, 4.533, -4.929], [-0.193, 3.631, -4.593], [-1.756, 3.799, -5.316], [0.039, 2.609, -3.695], [-1.171, 1.449, -3.308], [1.305, 2.431, -3.049], [1.492, 1.523, -2.192], [2.321, 3.345, -3.450], [3.887, 3.122, -2.761], [2.076, 4.368, -4.354], [3.351, 5.463, -4.776], [3.750, -4.045, 1.132], [2.784, -3.272, 1.892], [2.004, -2.620, 2.428], [4.634, -3.429, 0.974], [3.327, -4.252, 0.143], [4.020, -4.966, 1.650], [1.473, -1.750, -2.576], [2.934, -2.255, -1.920], [4.178, -1.582, -2.685], [2.782, -1.632, -0.377], [2.965, -3.879, -1.871], [-5.000, -0.204, -2.291], [-3.691, -1.702, -2.959], [-4.204, -2.916, -3.397], [-3.296, -3.857, -3.859], [-1.944, -3.551, -3.860], [-1.544, -2.312, -3.379], [-2.413, -1.401, -2.935], [-5.267, -3.107, -3.372], [-3.645, -4.821, -4.210], [-1.199, -4.255, -4.205], [-0.493, -2.041, -3.330]], "energy_ha": -9078.27681, "relative_energy_kcal_mol": 0.0, "charge": -2, "lumo_ev": 3.52}

---

No. 3
{"formula": "C5H9N3O", "method": "wB97M-V/def2-TZVPD", "elements": ["C", "N", "N", "C", "N", "O", "C", "C", "C", "H", "H", "H", "H", "H", "H", "H", "H", "H"], "xyz": [[1.775, 1.569, 0.749], [1.300, 0.495, 0.220], [-0.063, 0.236, 0.117], [-0.983, 1.155, 0.616], [-1.071, 2.382, 0.148], [-0.440, 2.729, -1.013], [-0.370, -1.108, -0.158], [-1.549, -1.419, -0.767], [0.675, -2.116, -0.196], [2.896, 1.326, 0.818], [1.330, 2.419, 1.237], [-1.788, 0.916, 1.429], [0.063, 1.842, -1.291], [-2.009, -2.394, -0.893], [-2.439, -0.833, -0.483], [0.178, -2.860, -0.818], [0.771, -2.602, 0.895], [1.724, -1.737, -0.607]], "energy_ha": -435.22471, "relative_energy_kcal_mol": 146.2, "smiles": "C=NN(/C=N\\O)C(=C)C", "lumo_ev": 0.74}